1.
# C61H60InN3O5P2S4

C61H60InN3O5P2S4 as an isolated structure (ωB97M-V/def2-TZVPD, OMol25).

```
136
C61H60InN3O5P2S4 | OMol25 | ωB97M-V/def2-TZVPD
In -0.290 -0.876 0.696
C -0.032 5.114 4.188
C -0.243 3.590 4.292
C -0.492 3.192 5.760
C -1.453 3.184 3.462
C -2.705 3.702 3.777
C -3.843 3.359 3.070
C -3.747 2.430 2.050
C -2.514 1.876 1.714
P -2.525 0.567 0.455
C -2.752 1.445 -1.112
C -3.135 0.746 -2.260
C -3.356 1.425 -3.449
C -3.200 2.805 -3.503
C -2.805 3.506 -2.372
C -2.569 2.829 -1.179
C -4.051 -0.349 0.768
C -4.110 -1.080 1.953
C -5.281 -1.728 2.316
C -6.397 -1.645 1.494
C -6.344 -0.911 0.317
C -5.174 -0.259 -0.052
C -1.375 2.296 2.401
O -0.172 1.759 1.977
C 0.975 2.008 2.705
C 2.124 1.330 2.295
C 3.330 1.562 2.950
C 3.384 2.447 4.009
C 2.220 3.074 4.422
C 0.998 2.872 3.788
P 2.108 0.115 0.967
C 3.182 -1.231 1.544
C 2.767 -1.972 2.653
C 3.571 -2.984 3.153
C 4.791 -3.268 2.546
C 5.206 -2.533 1.445
C 4.406 -1.513 0.943
C 2.990 0.863 -0.417
C 3.224 0.084 -1.552
C 4.002 0.574 -2.589
C 4.521 1.863 -2.509
C 4.259 2.656 -1.402
C 3.494 2.160 -0.350
H -0.907 5.653 4.555
H 0.143 5.411 3.151
H 0.828 5.431 4.784
H -1.354 3.726 6.166
H 0.370 3.439 6.384
H -0.682 2.120 5.843
H -2.793 4.391 4.611
H -4.802 3.792 3.329
H -4.637 2.125 1.515
H -3.291 -0.324 -2.218
H -3.666 0.876 -4.331
H -3.395 3.337 -4.429
H -2.705 4.586 -2.406
H -2.280 3.382 -0.292
H -3.260 -1.119 2.615
H -5.315 -2.285 3.246
H -7.315 -2.148 1.773
H -7.219 -0.837 -0.318
H -5.155 0.326 -0.961
H 4.223 1.038 2.629
H 4.319 2.636 4.520
H 2.260 3.740 5.277
H 1.825 -1.744 3.140
H 3.251 -3.544 4.024
H 5.425 -4.053 2.942
H 6.161 -2.746 0.979
H 4.751 -0.934 0.096
H 2.805 -0.916 -1.595
H 4.212 -0.041 -3.457
H 5.130 2.248 -3.319
H 4.661 3.661 -1.345
H 3.320 2.772 0.526
O -3.035 -3.572 6.603
S -3.029 -3.759 5.191
O -4.176 -4.263 4.502
N -2.581 -2.311 4.455
C -1.455 -2.441 3.856
S -0.734 -0.992 3.160
C -0.809 -3.790 3.929
C 0.395 -4.222 3.409
C 0.802 -5.525 3.693
C 0.019 -6.368 4.476
C -1.198 -5.935 4.991
C -1.582 -4.644 4.696
H 1.012 -3.560 2.816
H 1.750 -5.892 3.312
H 0.366 -7.371 4.696
H -1.810 -6.583 5.610
C 1.541 4.391 -5.246
C 0.531 3.551 -4.470
C 1.255 2.522 -3.610
N 0.397 1.473 -3.014
C 0.490 0.172 -3.151
S -0.324 -0.937 -2.121
N 1.253 -0.378 -4.126
C 1.695 0.115 -5.404
O 2.808 -0.169 -5.755
C 0.703 0.844 -6.228
C -0.667 0.695 -6.021
C -1.563 1.312 -6.881
C -1.092 2.081 -7.939
C 0.277 2.228 -8.147
C 1.174 1.602 -7.297
H 1.037 5.149 -5.848
H 2.133 3.766 -5.921
H 2.231 4.909 -4.571
H -0.149 3.040 -5.154
H -0.069 4.196 -3.828
H 1.743 3.023 -2.773
H 2.038 2.042 -4.188
H -0.274 1.776 -2.320
H 1.545 -1.324 -3.941
H -1.040 0.072 -5.214
H -2.630 1.182 -6.738
H -1.795 2.553 -8.616
H 0.642 2.818 -8.979
H 2.244 1.688 -7.454
C 2.822 -3.878 -2.444
C 2.156 -4.478 -1.211
S 0.490 -3.849 -0.968
O 0.673 -2.750 0.110
C -0.225 -5.228 -0.080
C -1.695 -4.951 0.220
H 3.734 -4.427 -2.673
H 3.100 -2.833 -2.288
H 2.169 -3.943 -3.319
H 2.682 -4.241 -0.283
H 2.057 -5.560 -1.307
H 0.376 -5.350 0.821
H -0.104 -6.103 -0.725
H -1.821 -4.020 0.776
H -2.107 -5.752 0.832
H -2.278 -4.889 -0.699
```

Computed properties:
max |F|: 0.6 eV/Å
gap between HOMO and LUMO: 7.72 eV
net charge: +2
multiplicity: 1
energy relative to the best compared isomer or geometry (same formula, charge and spin): 31.69 kcal per mole
LUMO: -5.28 eV

2.
# C4H8O3

An isolated molecule of C4H8O3 (ωB97M-V/def2-TZVPD, OMol25).

```
15
C4H8O3 | OMol25 | ωB97M-V/def2-TZVPD
C -1.950 0.291 -1.187
O -1.218 -0.363 -0.155
C -0.459 0.324 0.713
O -0.665 1.438 1.130
C 0.807 -0.466 0.986
C 1.513 -0.533 -0.372
O 1.585 0.137 1.979
H -2.820 0.827 -0.806
H -2.260 -0.522 -1.846
H -1.305 0.975 -1.752
H 0.538 -1.485 1.292
H 0.877 -1.097 -1.059
H 2.482 -1.023 -0.281
H 1.665 0.478 -0.770
H 1.207 1.017 2.128
```

Computed properties:
max |F|: 0.6 eV/Å
gap between HOMO and LUMO: 11.34 eV
multiplicity: 1
energy relative to the best compared isomer or geometry (same formula, charge and spin): 23.49 kcal per mole
structure (SMILES): COC(=O)[C@@H](C)O
LUMO: 0.79 eV

3.
# C2H4N4O2

An isolated molecule of C2H4N4O2 in a non-equilibrium geometry (ωB97M-V/def2-TZVPD, OMol25).

```
12
C2H4N4O2 | OMol25 | ωB97M-V/def2-TZVPD
N 2.398 0.212 0.296
N 1.314 -0.567 -0.261
C 0.081 -0.146 -0.421
N -0.208 1.101 -0.374
O -1.653 1.315 -0.039
C -2.288 0.154 0.099
N -2.002 -1.053 0.182
O -0.695 -1.245 -0.171
H 2.712 0.938 -0.382
H 2.298 0.831 1.179
H 1.434 -1.681 -0.264
H -3.391 0.140 0.155
```

Computed properties:
max |F|: 4.9 eV/Å
gap between HOMO and LUMO: 10.03 eV
multiplicity: 1
energy relative to the best compared isomer or geometry (same formula, charge and spin): 125.09 kcal per mole
structure (SMILES): NNC1=NOC=NO1
LUMO: 0.78 eV

4.
# C28H52I3N4O2

C28H52I3N4O2 as an isolated structure in a non-equilibrium geometry (ωB97M-V/def2-TZVPD, OMol25).

```
89
C28H52I3N4O2 | OMol25 | ωB97M-V/def2-TZVPD
C 8.800 4.028 1.899
O 7.595 4.657 1.418
C 7.500 4.611 -0.026
C 6.507 3.424 -0.546
C 5.059 3.966 -0.972
C 4.245 2.989 -1.958
C 2.772 3.644 -2.207
C 1.586 2.740 -1.546
C 0.475 3.599 -0.803
C 0.236 5.122 -1.125
C -0.922 5.824 -0.324
C -1.232 7.370 -0.589
C -1.280 8.145 0.845
O -0.638 7.747 1.840
I -2.521 9.959 0.856
N -1.648 5.025 0.614
N -1.499 3.756 0.973
C -0.492 3.024 0.317
C -0.308 1.486 0.754
I 1.484 0.685 1.667
C -1.426 0.627 0.539
C -2.833 1.096 -0.087
I -1.236 -1.486 1.129
H 8.914 2.947 1.545
H 9.766 4.594 1.611
H 8.801 3.998 3.054
H 7.210 5.629 -0.461
H 8.545 4.341 -0.435
H 6.454 2.686 0.342
H 7.031 2.968 -1.454
H 4.439 4.071 -0.019
H 5.217 4.958 -1.530
H 4.199 1.903 -1.607
H 4.832 2.976 -2.954
H 2.623 3.647 -3.350
H 2.820 4.699 -1.774
H 1.059 2.239 -2.447
H 2.084 1.942 -0.904
H 0.847 5.671 -1.916
H -2.219 7.563 -1.124
H -0.335 7.847 -1.140
H -2.421 5.534 1.094
H -3.420 1.777 0.636
H -2.732 1.541 -1.135
H -3.474 0.139 -0.178
C -5.424 -5.331 1.676
C -4.654 -4.287 2.474
N -5.462 -3.586 3.467
C -4.795 -2.414 4.030
C -3.530 -2.645 4.855
C -6.166 -4.427 4.433
C -5.329 -5.365 5.301
H -6.299 -4.891 1.190
H -4.782 -5.747 0.895
H -5.753 -6.163 2.301
H -4.269 -3.554 1.755
H -3.777 -4.765 2.929
H -5.512 -1.849 4.636
H -4.541 -1.743 3.201
H -3.758 -3.039 5.845
H -3.016 -1.691 5.006
H -2.825 -3.318 4.361
H -6.900 -5.030 3.889
H -6.775 -3.792 5.086
H -4.562 -5.892 4.731
H -5.980 -6.124 5.747
H -4.851 -4.836 6.125
C -0.086 -5.096 -5.430
C 0.684 -4.049 -4.636
N -0.125 -3.348 -3.642
C 0.541 -2.173 -3.081
C 1.807 -2.403 -2.259
C -0.827 -4.189 -2.673
C 0.015 -5.123 -1.804
H -0.962 -4.658 -5.915
H 0.556 -5.512 -6.211
H -0.412 -5.928 -4.803
H 1.065 -3.317 -5.356
H 1.561 -4.525 -4.181
H -0.175 -1.606 -2.474
H 0.794 -1.501 -3.910
H 1.578 -2.797 -1.268
H 2.321 -1.448 -2.108
H 2.511 -3.076 -2.753
H -1.560 -4.795 -3.213
H -1.437 -3.555 -2.018
H 0.782 -5.649 -2.376
H -0.632 -5.883 -1.356
H 0.494 -4.590 -0.982
```

Computed properties:
max |F|: 5.3 eV/Å
gap between HOMO and LUMO: 4.69 eV
net charge: +1
multiplicity: 1
energy relative to the best compared isomer or geometry (same formula, charge and spin): 140.15 kcal per mole
LUMO: -4.81 eV

5.
# C3H9NO

An isolated molecule of C3H9NO in a non-equilibrium geometry (ωB97M-V/def2-TZVPD, OMol25).

```
14
C3H9NO | OMol25 | ωB97M-V/def2-TZVPD
C -1.486 -0.825 -0.122
N -0.604 0.436 -0.743
C 0.307 0.482 0.309
C 1.381 -0.579 0.310
O 0.978 1.915 -0.166
H -0.981 -1.745 -0.397
H -2.422 -0.733 -0.665
H -1.712 -0.799 0.950
H -1.211 1.252 -0.705
H -0.056 0.747 1.318
H 1.569 -0.920 -0.705
H 2.296 -0.138 0.698
H 1.102 -1.417 0.945
H 0.837 2.325 -1.027
```

Computed properties:
max |F|: 5.9 eV/Å
gap between HOMO and LUMO: 10.78 eV
multiplicity: 1
energy relative to the best compared isomer or geometry (same formula, charge and spin): 60.40 kcal per mole
structure (SMILES): CN[C@@H](C)O
LUMO: 1.03 eV

6.
# C52H59BF12N3O18PS2

A 7-piece molecular cluster, C52H59BF12N3O18PS2 overall in a non-equilibrium geometry (ωB97M-V/def2-TZVPD, OMol25).

```
148
C52H59BF12N3O18PS2 | OMol25 | ωB97M-V/def2-TZVPD
C 0.523 2.550 2.908
C -0.631 1.972 1.896
B -0.581 2.809 0.463
O -0.538 4.296 0.354
C -0.585 1.995 -1.004
C 0.874 1.625 -1.740
C 2.202 2.108 -0.957
C 3.653 1.827 -1.610
C 4.958 2.230 -0.708
C 5.499 1.070 0.311
C 6.131 -0.264 -0.437
F 5.100 -1.324 -0.487
F 6.328 0.162 -1.876
C 7.605 -0.715 0.085
F 8.501 0.468 0.351
F 8.265 -1.436 -1.067
S 7.684 -1.856 1.546
F 8.582 -0.617 2.387
F 6.205 -1.337 2.229
F 6.995 -3.194 0.731
F 9.238 -2.424 0.977
F 7.893 -2.870 2.916
C 0.741 0.787 -3.136
N 1.976 0.346 -3.876
C 2.149 -1.032 -3.707
O 2.302 -2.375 -3.588
C -0.715 0.324 -3.818
C -2.125 0.705 -3.076
C -2.041 1.566 -1.644
C -3.517 1.920 -0.972
O -3.873 3.104 -0.471
C -4.615 0.659 -1.012
C -5.565 0.298 0.314
C -5.470 1.149 1.742
C -6.793 2.064 2.056
C -7.363 1.892 3.619
F -8.502 0.971 3.957
C -6.807 2.680 4.782
F -5.615 2.239 5.577
F -7.453 3.950 5.235
C -6.581 -1.000 0.105
P -7.746 -1.655 1.521
N -9.201 -0.584 1.450
O -6.971 -1.540 3.077
C -6.671 -1.868 -1.314
O -7.574 -3.052 -1.484
C -6.634 -4.212 -1.347
N -5.721 -5.136 -1.557
C -5.720 -1.485 -2.601
S -5.726 -2.455 -4.245
C -4.690 -0.216 -2.436
C -3.632 0.252 -3.645
O -3.950 0.261 -4.950
H 1.155 1.637 3.292
H 0.042 3.142 3.808
H 1.220 3.264 2.254
H -1.677 2.174 2.426
H -0.582 0.791 1.737
H -1.405 4.513 -0.137
H 2.176 1.638 0.136
H 2.111 3.287 -0.787
H 3.724 2.464 -2.617
H 3.726 0.683 -1.890
H 5.866 2.629 -1.372
H 4.658 3.162 -0.024
H 6.297 1.589 1.028
H 4.642 0.683 1.047
H -0.713 -0.306 -4.826
H -4.534 1.890 1.742
H -5.248 0.383 2.621
H -7.688 1.922 1.313
H -6.463 3.199 1.971
H -9.819 -0.741 2.281
H -9.713 -0.696 0.547
H -6.051 -1.957 3.079
H -6.167 -1.486 -5.177
O -1.036 -2.337 -3.161
C -1.277 -3.387 -3.733
C -1.503 -3.542 -5.206
C -2.127 -4.912 -5.288
C -1.529 -5.619 -4.100
O -1.336 -4.604 -3.116
H -0.540 -3.502 -5.722
H -2.177 -2.770 -5.585
H -1.936 -5.424 -6.235
H -3.214 -4.828 -5.163
H -0.559 -6.071 -4.331
H -2.196 -6.391 -3.707
O 5.662 4.650 1.302
C 6.446 4.353 2.189
C 6.988 5.295 3.221
C 8.158 4.521 3.773
C 7.725 3.090 3.584
O 6.923 3.092 2.405
H 6.221 5.472 3.981
H 7.308 6.236 2.767
H 8.393 4.765 4.813
H 9.050 4.722 3.168
H 7.118 2.726 4.419
H 8.579 2.420 3.448
O 7.260 -10.179 1.327
C 7.226 -8.999 1.021
C 6.966 -7.864 1.965
C 6.653 -6.732 1.020
C 7.449 -7.095 -0.206
O 7.465 -8.522 -0.236
H 7.871 -7.669 2.548
H 6.122 -8.083 2.622
H 6.905 -5.746 1.420
H 5.583 -6.737 0.782
H 8.482 -6.736 -0.152
H 6.988 -6.712 -1.121
O 10.547 6.363 4.031
C 11.520 5.781 3.579
C 12.806 5.542 4.309
C 13.741 5.161 3.189
C 12.812 4.530 2.185
O 11.570 5.215 2.337
H 12.667 4.721 5.019
H 13.142 6.445 4.823
H 14.552 4.498 3.501
H 14.189 6.067 2.761
H 12.649 3.465 2.381
H 13.176 4.650 1.160
O -8.940 2.004 -0.758
C -8.974 3.184 -1.064
C -9.234 4.319 -0.120
C -9.547 5.452 -1.065
C -8.751 5.088 -2.291
O -8.735 3.662 -2.320
H -8.329 4.514 0.463
H -10.078 4.100 0.537
H -9.295 6.437 -0.665
H -10.617 5.446 -1.302
H -7.718 5.447 -2.237
H -9.212 5.471 -3.205
O -10.534 -3.216 -0.569
C -10.775 -4.266 -1.141
C -11.001 -4.421 -2.614
C -11.625 -5.791 -2.696
C -11.028 -6.498 -1.508
O -10.834 -5.483 -0.524
H -10.038 -4.381 -3.130
H -11.676 -3.650 -2.993
H -11.434 -6.303 -3.643
H -12.712 -5.708 -2.571
H -10.057 -6.950 -1.738
H -11.695 -7.271 -1.115
```

Computed properties:
max |F|: 11.9 eV/Å
gap between HOMO and LUMO: 5.01 eV
multiplicity: 1
structure (SMILES): CCB(O)c1c(CCCCC(F)(F)C(F)(F)S(F)(F)(F)(F)F)c(N=C=O)cc2c1C(=O)c1c(CCC(F)=C(F)F)c(P(N)O)c(OC#N)c(S)c1C2=O.O=C1CCCO1.O=C1CCCO1.O=C1CCCO1.O=C1CCCO1.O=C1CCCO1.O=C1CCCO1
LUMO: -2.57 eV

7.
# C10H17N2OS2

A 2-piece molecular cluster, C10H17N2OS2 overall in a non-equilibrium geometry (ωB97M-V/def2-TZVPD, OMol25).

```
32
C10H17N2OS2 | OMol25 | ωB97M-V/def2-TZVPD
C 0.200 -1.910 -1.432
C 1.139 -1.030 -0.705
N 1.751 -0.035 -1.276
C 2.675 0.587 -0.344
C 2.491 -0.140 0.972
N 1.516 -1.179 0.630
C 0.904 -2.044 1.546
C 1.387 -2.010 2.960
O 0.002 -2.807 1.213
H -0.365 -2.523 -0.725
H -0.466 -1.291 -2.050
H 0.756 -2.552 -2.134
H 3.703 0.495 -0.719
H 2.459 1.660 -0.271
H 3.433 -0.592 1.303
H 2.094 0.542 1.732
H 2.216 -1.334 3.148
H 0.551 -1.730 3.608
H 1.686 -3.022 3.244
C 1.364 2.258 -6.315
C 0.617 3.055 -5.268
S 0.584 2.421 -3.563
C 1.223 0.880 -3.612
S 1.009 -0.185 -4.869
C 0.794 0.855 -6.353
H 1.159 2.715 -7.293
H 2.446 2.266 -6.164
H 1.036 4.061 -5.165
H -0.440 3.112 -5.553
H 1.668 0.427 -2.647
H -0.290 0.892 -6.515
H 1.277 0.251 -7.128
```

Computed properties:
max |F|: 2.2 eV/Å
gap between HOMO and LUMO: 7.64 eV
net charge: +1
multiplicity: 1
LUMO: -4.61 eV

8.
# C4H12N3

An isolated ion of composition C4H12N3 and charge +1 in a non-equilibrium geometry (ωB97M-V/def2-TZVPD, OMol25).

```
19
C4H12N3 | OMol25 | ωB97M-V/def2-TZVPD
H -3.521 -0.524 -2.049
N -2.910 0.258 -2.244
C -1.782 0.536 -1.852
N -0.958 -0.218 -0.889
C -0.792 0.378 0.440
C 0.633 0.913 0.689
C 1.830 0.053 0.356
N 1.741 -1.273 1.114
H -1.206 1.333 -2.445
H -1.365 -1.160 -0.784
H -1.066 -0.388 1.256
H -1.532 1.183 0.726
H 0.620 1.364 1.832
H 0.718 1.872 -0.008
H 2.815 0.463 0.617
H 1.746 -0.081 -0.778
H 0.863 -1.700 0.959
H 2.501 -1.931 0.962
H 1.665 -1.081 2.099
```

Computed properties:
max |F|: 4.2 eV/Å
gap between HOMO and LUMO: 8.72 eV
net charge: +1
multiplicity: 1
energy relative to the best compared isomer or geometry (same formula, charge and spin): 72.79 kcal per mole
structure (SMILES): [H]/N=C\NCCC[NH3+]
LUMO: -3.78 eV